Record 1
Computed, not measured: an isolated molecule of C4H9NO3 in a non-equilibrium geometry, with wB97M-V/def2-TZVPD.

Summary:
* net charge: 0
* energy relative to the best compared isomer or geometry (same formula, charge and spin): 240.2 kJ/mol
* HOMO: -9.68 eV
* SMILES: N[C@H](CO)CC(=O)O

Last column: Löwdin charge in e.
Element x y z (Å)
C1 -0.0792 1.1542 1.0238  -0.209
O1 -1.5240 1.2659 0.9410  -0.109
C2 0.3793 -0.3202 0.9371  -0.333
C3 1.0666 -0.7345 -0.4513  -0.061
C4 0.5642 -0.2462 -1.7696  -0.582
O2 -0.7278 0.1589 -1.6975  0.050
O3 1.2119 -0.1056 -2.7425  0.130
N1 -0.5724 -1.4542 1.0069  0.035
H1 0.2014 1.5204 2.0402  0.116
H2 0.3963 1.8890 0.3699  0.119
H3 1.1743 -0.3149 1.7170  0.134
H4 2.0633 -0.5979 -0.1222  0.101
H5 0.8152 -1.8813 -0.6473  0.170
H6 -0.8785 0.6804 -2.5920  0.192
H7 -1.0918 -1.3354 1.7969  0.022
H8 -1.7613 1.6185 0.0275  0.105
H9 -1.2375 -1.2970 0.1621  0.120

---

Record 2
Computed, not measured: an isolated molecule of C4H9NO3 in a non-equilibrium geometry, with wB97M-V/def2-TZVPD.

Summary:
* net charge: 0
* energy relative to the best compared isomer or geometry (same formula, charge and spin): 104.8 kJ/mol
* HOMO: -9.67 eV
* SMILES: N[C@@H](CO)CC(=O)O

Last column: Löwdin charge in e.
Element x y z (Å)
C1 0.6922 -1.6174 -0.5911  -0.205
O1 1.3268 -1.7325 -1.8890  -0.082
C2 0.1630 -0.2127 -0.4110  -0.400
C3 -0.5330 -0.1151 0.9541  -0.059
C4 -1.6403 0.9357 1.0048  -0.514
O2 -1.0815 2.1679 0.8763  0.093
O3 -2.7956 0.7318 1.2213  0.125
N1 1.2006 0.7484 -0.6541  0.061
H1 -0.1885 -2.2468 -0.6373  0.126
H2 1.5003 -1.7919 0.1154  0.125
H3 1.5815 -0.8339 -2.1380  0.061
H4 -0.6690 -0.1566 -1.1255  0.154
H5 0.0882 0.1573 1.7695  0.120
H6 -1.0228 -1.0148 1.2316  0.113
H7 -1.7185 2.8499 1.1108  0.123
H8 2.1309 0.4365 -0.4308  0.087
H9 0.9655 1.6943 -0.4071  0.073

---

Record 3
Computed, not measured: a cluster of 2 separate species, C4H9NO4 in total in a non-equilibrium geometry, with wB97M-V/def2-TZVPD.

Summary:
* net charge: 0
* energy relative to the best compared isomer or geometry (same formula, charge and spin): 223.0 kJ/mol
* multiplicity: 3
* HOMO (spin up / spin down): -5.70 / -9.94 eV

Last column: Löwdin spin population.
Element x y z (Å)
C1 0.0818 -0.8160 2.5014  0.001
C2 0.0429 -1.1178 0.9839  0.011
C3 1.0762 -0.4112 0.2167  0.016
C4 -0.6338 1.4608 -1.0203  0.604
N1 -0.9691 0.3761 -1.6424  0.491
O1 -1.7209 -0.5623 -1.3004  0.565
O2 -0.3164 0.2098 -2.8752  0.017
O3 1.5930 -0.6808 -0.8396  0.022
O4 0.2242 2.4183 -1.4102  0.227
H1 0.8173 -1.2703 3.0663  0.000
H2 0.2094 0.3039 2.5604  0.000
H3 -1.0293 -0.9758 2.8808  0.000
H4 0.1703 -2.1872 0.8905  0.000
H5 -0.8135 -0.7603 0.3439  0.003
H6 1.3061 0.6897 0.6474  0.007
H7 -1.0928 1.7117 0.0161  0.025
H8 0.4467 -0.3831 -2.8040  0.011
H9 0.6080 1.9945 -2.2153  0.000

---

What is the energy relative to the best compared isomer or geometry (same formula, charge and spin) in the third record?
223.0 kJ/mol